Here is C5H6O2 in the gas phase from the OMol25 dataset. Energies are from the ωB97M-V functional and the def2-TZVPD basis.

```
13
Properties=species:S:1:pos:R:3:lowdin_charge:R:1
C -0.620 -2.567 0.590 0.138
C -0.471 -1.386 0.433 -0.074
C -0.255 0.035 0.165 -0.366
C 0.523 0.740 1.270 -0.026
O 0.506 0.054 -1.071 -0.006
C 0.139 0.929 -2.010 -0.336
O -0.713 1.769 -1.891 0.073
H -0.752 -3.608 0.776 0.031
H -1.221 0.533 0.021 0.146
H 1.514 0.293 1.372 0.091
H -0.004 0.634 2.224 0.091
H 0.619 1.807 1.045 0.088
H 0.735 0.766 -2.923 0.149
```

The spin multiplicity is 1. Its lowest unoccupied orbital energy is 0.96 eV. For the strongest force on any atom, the calculation gives 0.6 eV Å⁻¹. As for the charge: 0. For the HOMO energy, the calculation gives -10.3676 eV. The SMILES is C#C[C@@H](C)OC=O. For the molar mass, the calculation gives 98.1 g/mol.